17
Properties=species:S:1:pos:R:3:forces:R:3 method="wB97M-V/def2-TZVPD" orbital_gap_ev=9.6 smiles=C[C@@H]1CCSP(O)O1 lumo_ev=0.6217 e_tot_ev=-28512.7807 homo_energy_ev=-8.97
S 1.998 1.258 1.964 -0.3483 0.0165 -0.1662
P 2.225 1.700 -0.095 -2.4657 -1.5567 -1.0457
O 2.116 3.279 -0.151 -1.3013 0.9753 -0.4968
O 0.420 1.429 -0.663 3.3001 2.1424 1.4842
C 0.031 0.090 -0.639 1.6429 -0.0390 -0.4340
C 1.374 -0.355 1.477 -0.1709 -3.5010 0.6885
C 0.030 -0.484 0.789 0.4961 -0.4837 -2.9564
C -1.238 0.014 -1.470 1.8584 0.9787 0.2822
H -1.204 0.579 -2.427 0.2439 -0.7094 0.6600
H -1.898 0.482 -0.817 -1.9229 0.9581 0.7754
H -0.810 -0.080 1.173 -2.3911 1.8397 2.5501
H 0.880 -0.430 -1.038 0.3463 -0.8881 -1.2621
H -0.307 -1.503 0.606 0.6855 -0.6088 0.4178
H 2.084 -0.986 0.862 -0.2206 1.1974 0.2253
H 1.310 -1.073 2.354 0.2107 1.3695 -0.3706
H 1.165 3.450 -0.389 0.8881 0.2603 0.3993
H -1.484 -0.991 -1.522 -0.8514 -1.9513 -0.7512